Density functional theory data (wB97M-V/def2-TZVPD) for a cluster of 2 separate species, CH4Cl2O in total.

Calculated values
E_tot = -28194.053 eV
Total charge = 0
SMILES = ClCCl.O
Orbital gap = 11.6 eV
E_LUMO = 0.6 eV

The geometry in XYZ format:
```
8
Properties=species:S:1:pos:R:3:forces:R:3
H -2.82635 -0.67808 -1.24648 -0.254 -0.035 0.088
H 0.26813 0.21165 0.14932 0.057 0.303 0.274
Cl 1.60577 -0.96128 1.66475 -0.092 -0.814 0.865
O -1.99395 -0.39881 -1.62770 0.133 0.222 -0.088
H -1.35612 -1.03454 -1.30326 0.147 -0.234 0.014
Cl 1.07688 1.94180 1.61929 -0.192 -0.418 -0.151
C 1.18402 0.41250 0.70511 0.623 0.641 -0.831
H 2.04162 0.50676 0.03897 -0.423 0.333 -0.170
```
Forces are in eV/Å.

***

Density functional theory data (wB97M-V/def2-TZVPD) for a cluster of 2 separate species, C2H3BrClNO2 in total.

Calculated values
E_tot = -90268.573 eV
Total charge = 0
SMILES = C=C(Cl)[N+](=O)[O-].Br
Orbital gap = 9.9 eV
E_LUMO = -0.8 eV

The geometry in XYZ format:
```
10
Properties=species:S:1:pos:R:3:forces:R:3
O -0.93430 1.42254 -0.98279 -0.396 0.215 0.371
H -2.26273 -0.04696 0.67573 0.805 0.470 -0.587
C -0.43389 -0.68189 -0.33059 1.057 -1.172 0.341
Cl 0.73266 -1.98247 -0.65645 -1.077 1.044 0.402
N -0.05145 0.59413 -0.93253 -0.268 0.853 -1.267
H -1.70625 -1.62769 0.97027 -0.160 -2.968 1.159
C -1.48913 -0.78487 0.45507 -0.125 2.174 -0.950
H 3.10874 1.18700 0.69559 0.769 0.007 -0.651
Br 1.98357 1.15010 1.49875 -0.663 0.054 1.011
O 1.05278 0.77011 -1.39305 0.058 -0.678 0.171
```
Forces are in eV/Å.

***

Density functional theory data (wB97M-V/def2-TZVPD) for a structure of composition C32H34AsFN4NaO8.

Calculated values
E_tot = -124050.578 eV
Total charge = -1
Orbital gap = 3.8 eV
E_LUMO = -0.5 eV

The geometry in XYZ format:
```
81
Properties=species:S:1:pos:R:3:forces:R:3
H -6.31476 2.83847 2.73927 0.036 0.053 0.009
C 2.15851 -2.66366 -4.54213 0.043 0.036 -0.069
H 2.27286 -4.15750 -7.58807 -0.019 0.021 0.012
N -7.61043 0.98067 -2.98457 -0.045 -0.059 -0.067
C 3.73567 -3.18861 0.66051 -0.069 0.125 -0.025
H 1.22256 -2.34176 -2.11420 -0.024 -0.055 0.044
H -9.26133 -1.98297 -2.59429 -0.008 -0.041 -0.071
H 5.55051 -3.70679 0.83331 -0.011 -0.022 -0.015
C 3.37935 0.53549 -0.09074 -0.049 0.035 -0.201
N -8.58203 -1.27706 -4.47493 0.176 0.072 0.106
C -4.07968 1.08244 -0.64721 0.036 0.078 0.064
O 4.58918 0.83411 -0.00592 -0.159 0.005 0.000
C -2.99889 1.30386 1.56579 0.087 -0.096 0.033
C -7.51729 -0.38683 -5.06656 0.066 0.204 -0.057
C 1.89494 -3.86515 -6.61527 -0.012 -0.027 0.030
H -2.03043 -2.01831 -4.93407 0.013 -0.007 0.018
C 2.40123 -3.56151 0.70673 0.025 -0.099 0.018
N -5.35147 1.83496 1.22304 0.066 -0.018 0.040
C -4.21605 1.68482 1.99652 -0.168 0.011 -0.126
H -9.62271 0.49053 -2.73243 -0.029 0.001 0.039
C -6.45067 1.44105 -0.91774 -0.108 0.022 -0.003
H -8.50655 -2.21371 -4.86580 -0.026 -0.046 -0.022
Na -0.17373 -0.09273 0.52319 1.289 0.417 -0.401
H 0.88224 0.41876 -1.92937 0.004 -0.011 -0.070
H 2.08713 -4.58088 0.88330 0.018 0.031 0.011
H -7.65715 -0.35005 -6.14638 -0.094 -0.064 0.015
O -2.25701 1.55071 3.79150 0.040 -0.095 -0.137
C 0.34432 0.22958 -2.86405 0.062 -0.038 0.184
C -4.00746 0.70744 -1.97599 0.097 -0.047 -0.085
O -1.76372 0.93408 -0.46042 -0.390 0.354 -0.209
H 3.60044 -2.65908 -6.12883 0.007 0.017 0.006
H -7.41617 1.74889 -0.53687 0.057 0.023 0.020
H 5.09650 -1.51882 0.35392 -0.025 0.017 0.006
C -1.89683 1.16528 2.66442 0.023 0.162 0.078
C -8.48336 -1.32088 -2.97097 -0.015 0.092 0.164
O -0.81337 0.68735 2.28314 -0.676 0.522 0.996
H 2.75050 -2.01441 -3.90628 -0.017 -0.016 0.002
C 1.44854 -2.57758 0.50536 0.052 0.070 -0.054
C 2.63812 -3.02759 -5.79569 -0.079 0.007 0.038
H -0.02785 -3.57556 -2.20875 -0.049 0.021 0.014
O -0.33852 -4.13079 0.74237 0.087 0.085 -0.065
C 0.93019 -3.13118 -4.07592 -0.038 0.068 0.058
H -1.93040 -0.25422 -4.82705 0.011 -0.010 0.047
H -0.20121 1.13389 -3.13765 -0.028 0.004 0.021
C 0.19750 -3.97913 -4.91137 0.034 -0.027 0.020
H -0.75626 -4.35805 -4.55881 0.012 -0.006 -0.019
As -0.93256 -1.25057 -2.69355 -0.018 -0.017 -0.663
H -6.55858 -0.83827 -4.83944 0.017 -0.111 0.022
C -2.81525 1.08203 0.13908 -0.109 0.188 0.196
H -6.81183 1.61279 -4.81157 0.011 0.040 -0.024
H -0.49594 -1.19677 -5.28032 -0.014 0.013 0.004
C -5.13321 0.67970 -2.74690 -0.058 -0.042 -0.030
H -8.57017 1.46171 -4.75380 0.012 0.025 -0.023
C 0.66849 -4.34176 -6.16406 0.026 0.044 0.040
C 3.05169 -0.94652 0.22460 -0.131 0.113 -0.007
N 1.76869 -1.29781 0.27459 0.019 -0.474 -0.020
C -6.38388 1.03019 -2.24242 -0.007 0.073 -0.033
O -0.83602 -2.02361 0.12701 -0.041 -0.990 0.002
C 4.07104 -1.86784 0.40811 0.066 -0.089 0.058
C -1.38439 -1.18559 -4.64625 -0.013 -0.027 0.015
O 4.69429 -4.14718 0.86023 0.058 -0.036 0.014
C -0.05223 -2.95408 0.47021 -0.159 -0.072 -0.007
H -7.14922 2.88819 1.19957 0.014 0.065 0.009
C -8.63379 0.10476 -2.45177 0.117 0.021 -0.169
C -7.62528 1.00129 -4.43522 0.006 -0.110 0.276
H -4.32352 1.89912 3.05485 0.033 0.029 -0.026
H -8.34351 1.39658 2.81772 0.012 -0.022 -0.010
C -6.58750 2.23976 1.87364 -0.059 -0.185 -0.046
F -5.00789 0.27201 -4.04820 -0.054 -0.006 -0.066
H -7.50160 -1.71578 -2.71079 0.020 -0.052 -0.096
C -5.31270 1.46083 -0.09985 -0.065 -0.022 0.108
O 2.39757 1.23187 -0.43089 0.177 -0.056 0.135
C 0.41269 -2.72789 -2.73352 0.028 -0.063 -0.034
H -7.72086 0.43075 1.46596 -0.004 -0.004 0.018
H -8.57728 0.08099 -1.36808 -0.039 0.011 0.034
H 1.06979 0.00289 -3.64777 0.001 -0.004 -0.023
H 0.08020 -5.00033 -6.79286 0.002 -0.012 0.015
H -3.04793 0.38927 -2.36901 0.001 0.040 -0.007
H -6.86976 0.42974 3.01048 -0.027 0.000 -0.001
H -9.49875 -0.90416 -4.72419 -0.067 -0.063 -0.049
C -7.43627 1.05225 2.31737 0.040 0.028 -0.006
```
Forces are in eV/Å.

***

Density functional theory data (wB97M-V/def2-TZVPD) for a structure of composition C19H16BeN6O3S.

Calculated values
E_tot = -46285.938 eV
Total charge = 0
Orbital gap = 8.3 eV
E_LUMO = 0.4 eV

The geometry in XYZ format:
```
46
Properties=species:S:1:pos:R:3:forces:R:3
H 3.39749 3.76096 -1.15777 0.274 -0.414 -0.025
C -0.20159 -2.78491 -2.07698 -0.728 0.310 -0.129
O 0.24981 -1.74302 -1.41693 0.196 0.096 -0.099
C -2.38769 -2.62700 -0.86816 0.501 -1.121 -2.221
O -1.51827 2.06867 -1.12639 -0.608 -0.216 -1.211
C 0.37995 4.21285 1.14924 0.170 0.329 -0.531
H 4.50134 5.52994 0.04698 -0.002 0.128 0.360
C 1.40187 5.13031 1.21171 2.208 -1.895 -1.354
C 1.55540 -0.73632 3.67106 0.389 1.263 0.610
H 2.03124 -1.06665 4.56737 0.062 -0.566 0.383
H 1.42875 6.06994 1.68790 -0.574 0.689 1.053
Be -0.51062 -0.94659 -0.36250 0.702 0.320 0.333
H 1.62543 2.15945 -1.14555 -0.302 -0.826 -0.802
N -3.67521 -3.02655 -0.66252 2.063 3.702 2.683
H 1.48205 1.37058 4.36985 -0.055 -0.621 -0.146
S -0.94094 1.99349 0.16338 1.032 0.160 1.908
H 1.61602 -2.55185 2.57961 0.195 -0.832 -0.326
C -1.11271 -4.88941 -3.67250 -1.204 -1.031 0.874
O -1.76478 2.15793 1.33568 -0.232 0.184 -0.411
H -4.14249 -3.71255 -1.15507 -1.064 -1.361 -0.941
C 1.37207 -1.51974 2.54923 -0.084 1.268 0.778
H -5.21014 -2.12902 0.67289 1.253 -0.201 -0.261
C 2.59295 3.83941 -0.44626 0.194 0.033 0.359
C 2.64006 4.82920 0.50731 -1.459 1.990 1.067
N -2.00442 -1.63190 -0.08098 -1.327 0.086 -0.048
C -4.14507 -2.14291 0.34824 -1.339 -0.159 -0.471
H 3.93855 6.25346 1.50960 -0.590 -0.719 -0.647
C -1.55918 -3.17143 -1.96943 0.439 -1.913 0.387
H -0.48575 4.33380 1.72177 -1.248 0.380 0.840
C 0.40256 3.11665 0.27916 -0.171 1.098 0.949
N -0.13273 0.58785 0.27703 -0.431 -0.498 0.061
C 1.50352 2.97795 -0.48926 1.240 -0.029 -0.995
N 0.72951 1.18136 2.46239 0.254 -1.252 0.628
C 0.66738 -3.48479 -2.95602 -0.180 0.603 0.927
H -2.98142 -4.63017 -2.64531 -0.348 -0.314 -0.307
H 1.63636 -3.02072 -2.99979 0.473 -0.357 -0.195
H -3.16075 -0.51954 1.43324 0.194 -0.062 -0.496
H -1.58401 -5.66543 -4.28840 0.746 0.181 0.096
C -3.14662 -1.27542 0.65080 0.018 -0.851 0.450
N 0.88094 -0.97921 1.46131 -0.711 -1.219 -0.673
C 1.27146 0.62969 3.58686 -0.596 0.455 -1.880
C 0.49706 0.29499 1.46826 0.425 0.840 0.363
N 3.73460 5.68110 0.68620 0.061 -0.299 -0.495
C -1.96367 -4.30826 -2.75801 0.460 1.949 0.710
H 0.83913 -5.03350 -4.46363 0.261 0.072 0.701
C 0.25256 -4.58268 -3.65561 -0.556 0.621 -1.856
```
Forces are in eV/Å.